i | Entry from the OMol25 dataset: a cluster of 2 separate species, C9H10N3OS in total (ωB97M-V with the def2-TZVPD basis set).

Summary:
HOMO level: -11.179 eV
Charge: +1
LUMO energy: -3.35 eV

Atoms and positions in Å:
C 1.49 -0.19 -1.15
C 2.69 0.96 0.82
C 2.15 -1.33 -0.90
C 3.45 -0.31 0.69
C 1.60 1.02 -0.20
C -2.87 0.10 -0.48
C 0.56 1.78 -0.19
C -2.78 -1.97 0.89
C -1.93 -1.03 1.26
N 3.20 -1.30 -0.05
N -1.95 0.15 0.56
N -2.95 1.13 -1.33
O -0.38 2.44 -0.40
S -3.67 -1.41 -0.47
H 0.78 -0.10 -2.01
H 3.44 1.74 0.64
H 2.21 -2.17 -1.51
H 4.41 -0.37 1.15
H -3.07 -2.98 1.17
H 2.38 1.05 1.85
H -1.29 -1.15 2.16
H -1.53 1.00 0.88
H -2.34 1.89 -1.12
H -3.59 1.05 -2.25

ii | Entry from the OMol25 dataset: the ion C9H10N3OS with charge +1 (ωB97M-V with the def2-TZVPD basis set).

Summary:
HOMO level: -11.391 eV
Structure (SMILES): NOC(=[NH2+])Nc1cccc2sccc12
Charge: +1
LUMO energy: -2.85 eV

Atoms and positions in Å:
C 0.90 -0.83 -2.30
C 0.48 -1.13 -3.55
C -0.17 -0.79 -1.37
C -1.41 -1.08 -1.99
C -2.60 -1.12 -1.27
C -2.56 -0.86 0.09
C 1.30 0.72 1.49
C -1.35 -0.55 0.72
C -0.17 -0.51 0.01
N 0.53 2.57 2.65
N 1.09 -0.24 0.63
N 2.46 0.97 2.07
O 0.24 1.48 1.77
S -1.21 -1.38 -3.68
H 1.93 -0.64 -2.06
H 1.09 -1.24 -4.43
H -3.52 -1.36 -1.76
H -3.46 -0.89 0.67
H 0.21 3.41 2.17
H -1.35 -0.37 1.79
H -0.07 2.44 3.47
H 1.86 -0.81 0.31
H 3.31 0.47 1.88
H 2.48 1.77 2.69

Stability summary - winner: ii; margin: 227.7 kJ/mol.

i | Entry from the OMol25 dataset: a structure of composition C4H15N2O (ωB97M-V with the def2-TZVPD basis set).

Summary:
HOMO level: -13.560 eV
Charge: +1
LUMO energy: -9.10 eV

Atoms and positions in Å:
C 1.62 0.60 -1.08
N -1.58 0.77 -0.60
C -1.32 2.06 -1.14
C 1.91 1.07 0.13
N -0.35 -2.06 0.27
C 1.00 -2.51 0.55
H 0.66 0.17 -1.29
H 2.40 0.52 -1.83
H -2.56 0.56 -0.76
H -2.18 2.71 -0.96
H -0.41 2.49 -0.74
H -1.16 2.05 -2.22
H 1.16 1.28 0.88
H 2.92 1.34 0.41
H -1.26 0.55 0.49
H -1.00 -2.80 0.52
H 1.68 -1.66 0.57
H 1.13 -3.02 1.52
H 1.34 -3.16 -0.26
H -0.64 -1.20 0.76
H -1.06 0.56 2.44
O -0.93 0.15 1.58

ii | Entry from the OMol25 dataset: a cluster of 2 separate species, C4H15N2O in total (ωB97M-V with the def2-TZVPD basis set).

Summary:
HOMO level: -14.047 eV
Charge: +1
LUMO energy: -2.76 eV

Atoms and positions in Å:
C 1.97 -1.13 0.62
C 1.02 -0.19 -0.10
C 0.20 -0.99 -1.22
C -1.00 -0.29 -1.91
N -2.15 -0.28 -0.94
N -0.05 0.33 0.88
H 2.93 -1.08 0.11
H 1.58 -2.14 0.54
H 2.06 -0.87 1.68
H 1.42 0.71 -0.54
H 0.86 -1.50 -1.91
H -0.31 -1.66 -0.53
H -1.26 -0.90 -2.77
H -0.70 0.67 -2.35
H -2.53 -1.21 -1.09
H -2.83 0.37 -1.32
H 0.13 1.27 1.27
H -0.10 -0.30 1.68
H -1.02 0.11 0.53
H -0.17 3.70 2.07
H -0.04 2.60 3.14
O 0.01 2.77 2.18

Stability summary - winner: ii; margin: 748.7 kJ/mol.

i | Entry from the OMol25 dataset: a cluster of 2 separate species, C4H15N2O in total (ωB97M-V with the def2-TZVPD basis set).

Summary:
HOMO level: -13.185 eV
Charge: +1
LUMO energy: -2.59 eV

Atoms and positions in Å:
C 0.45 0.90 -1.36
N -0.84 1.60 -1.09
C 0.11 -0.55 -1.66
N -0.69 -1.05 -0.39
C -0.01 -1.02 1.01
C 1.04 -2.17 1.15
H 0.83 1.41 -2.28
H 1.02 1.10 -0.48
H -1.44 2.07 -1.93
H -0.87 2.23 -0.32
H -0.60 -0.53 -2.56
H 0.91 -1.13 -1.71
H -1.45 -0.40 -0.34
H -0.86 -1.99 -0.58
H -0.93 -1.07 1.70
H 0.46 0.03 1.12
H 0.81 -3.02 0.48
H 1.94 -1.61 0.86
H 1.18 -2.71 2.08
H -1.09 2.71 2.37
H 0.41 2.87 2.09
O -0.37 2.32 1.86

ii | Entry from the OMol25 dataset: a cluster of 2 separate species, C4H15N2O in total (ωB97M-V with the def2-TZVPD basis set).

Summary:
HOMO level: -12.626 eV
Charge: +1
LUMO energy: -3.13 eV

Atoms and positions in Å:
C 1.15 -0.98 0.89
N 0.33 -1.44 2.01
C 0.31 -0.61 -0.48
N -0.44 0.72 -0.61
C -1.89 0.49 -0.93
C 1.15 -0.55 -1.74
H 1.59 -1.90 0.56
H 1.83 -0.21 1.15
H 0.44 -2.42 2.11
H 0.08 -0.82 2.73
H -0.43 -1.45 -0.65
H -0.14 1.22 -1.45
H -0.31 1.45 0.18
H -2.28 -0.22 -0.17
H -2.10 -0.22 -1.88
H -2.37 1.55 -1.11
H 0.60 -1.17 -2.48
H 2.19 -1.08 -1.77
H 1.42 0.39 -2.22
H 0.15 2.27 2.59
H -1.00 2.86 1.52
O -0.28 2.12 1.74

Stability summary - winner: i; margin: 71.5 kJ/mol.

i | Entry from the OMol25 dataset: a cluster of 2 separate species, C4H15N2O in total (ωB97M-V with the def2-TZVPD basis set).

Summary:
HOMO level: -13.046 eV
Charge: +1
LUMO energy: -3.03 eV

Atoms and positions in Å:
C -0.06 -1.68 -0.01
N -1.43 -2.10 0.23
C 0.10 -0.15 -0.22
N 1.46 0.30 0.31
C 1.82 1.73 0.08
C -0.03 0.14 -1.74
H 0.34 -2.28 -0.82
H 0.46 -1.91 0.92
H -2.03 -2.16 -0.59
H -1.94 -1.48 0.84
H -0.68 0.43 0.26
H 2.11 -0.36 -0.13
H 1.47 0.15 1.32
H 2.85 1.90 0.39
H 1.06 2.29 0.62
H 1.73 1.95 -0.97
H -1.10 0.14 -1.91
H 0.42 -0.57 -2.42
H 0.40 1.11 -1.93
H -2.47 0.12 2.17
H -2.54 1.59 1.79
O -1.94 0.84 1.82

ii | Entry from the OMol25 dataset: a cluster of 2 separate species, C4H15N2O in total (ωB97M-V with the def2-TZVPD basis set).

Summary:
HOMO level: -12.811 eV
Charge: +1
LUMO energy: -3.25 eV

Atoms and positions in Å:
C 0.49 1.18 0.83
C -0.86 0.45 1.00
C -1.12 -0.50 -0.19
C -1.80 0.10 -1.39
N -1.23 1.38 -1.79
N 1.63 0.18 0.70
H 0.47 1.72 -0.11
H 0.74 1.78 1.70
H -1.59 1.24 1.10
H -0.81 -0.17 1.90
H -0.21 -1.04 -0.46
H -1.72 -1.31 0.18
H -2.89 0.17 -1.37
H -1.67 -0.54 -2.27
H -1.31 1.99 -0.98
H -1.86 1.81 -2.46
H 1.86 -0.11 -0.24
H 1.35 -0.69 1.15
H 2.47 0.58 1.10
H 3.43 -2.64 0.29
H 2.13 -3.11 0.97
O 2.48 -2.47 0.35

Stability summary - winner: ii; margin: 22.1 kJ/mol.

i | Entry from the OMol25 dataset: a cluster of 2 separate species, C4H15N2O in total (ωB97M-V with the def2-TZVPD basis set).

Summary:
HOMO level: -12.959 eV
Charge: +1
LUMO energy: -3.07 eV

Atoms and positions in Å:
C -1.08 0.97 -0.05
N -0.34 2.17 -0.42
C -0.57 -0.24 -0.87
N 0.49 -0.85 0.17
C 1.75 -1.41 -0.45
C -1.64 -1.26 -1.16
H -2.16 1.17 -0.28
H -1.07 0.81 1.07
H -0.79 2.87 -0.99
H 0.13 2.66 0.32
H -0.02 0.18 -1.74
H -0.03 -1.58 0.65
H 0.85 -0.05 0.85
H 2.62 -0.81 -0.16
H 1.88 -1.15 -1.48
H 1.75 -2.50 -0.32
H -1.48 -1.42 -2.24
H -2.65 -0.88 -1.11
H -1.45 -2.21 -0.62
H 0.43 0.31 2.94
H 1.76 1.08 2.56
O 1.06 0.48 2.23

ii | Entry from the OMol25 dataset: a cluster of 2 separate species, C4H15N2O in total (ωB97M-V with the def2-TZVPD basis set).

Summary:
HOMO level: -13.664 eV
Charge: +1
LUMO energy: -2.94 eV

Atoms and positions in Å:
C 2.05 1.05 0.78
C 0.91 0.38 0.04
C 0.24 1.00 -1.33
C -0.66 0.02 -2.09
N -1.84 -0.18 -1.12
N -0.24 0.36 0.95
H 1.90 1.78 1.57
H 2.76 1.54 0.08
H 2.67 0.21 1.11
H 1.34 -0.61 -0.25
H 0.96 1.53 -1.97
H -0.24 1.91 -0.96
H -1.10 0.61 -2.92
H -0.31 -0.94 -2.28
H -2.61 0.48 -1.35
H -0.48 1.26 1.36
H -2.19 -1.19 -1.13
H -0.23 -0.39 1.64
H -1.35 0.06 -0.17
H -0.77 -3.66 2.47
H -0.35 -2.47 3.22
O -0.49 -2.76 2.35

Stability summary - winner: ii; margin: 31.6 kJ/mol.